Entry from the Open Molecules 2025 dataset: a cluster of 11 separate species, C69H161N11O11 in total in a non-equilibrium geometry (the ωB97M-V functional and the def2-TZVPD basis).

Geometry as XYZ:
```
252
Properties=species:S:1:pos:R:3:forces:R:3
C -4.794 1.169 -7.957 0.1 -0.1 1.0
C -4.685 -0.232 -8.612 0.3 -0.2 2.7
C -5.717 -0.438 -9.687 -1.3 0.6 -0.1
C -3.339 -0.520 -9.201 0.6 -0.2 -1.8
C -2.138 -0.622 -8.271 -0.9 -0.3 0.1
C -2.463 -1.672 -7.185 0.0 1.3 1.1
C -3.845 -1.539 -6.464 0.3 -0.1 -1.5
C -4.180 -2.835 -5.680 1.0 -0.1 -1.2
C -3.779 -0.393 -5.516 0.1 -0.5 1.3
N -4.869 -1.339 -7.514 -1.5 0.3 -1.3
O -6.134 -1.036 -6.837 1.0 0.4 0.2
H -3.939 1.424 -7.329 0.4 -0.1 -0.5
H -4.941 2.040 -8.596 -0.2 -0.3 -0.4
H -5.567 1.139 -7.180 -0.3 0.1 -0.6
H -5.375 0.159 -10.562 -0.3 -0.7 0.3
H -5.844 -1.528 -9.905 0.1 1.0 -0.1
H -6.702 0.030 -9.387 0.9 -0.8 -0.3
H -3.501 -1.432 -9.792 0.4 -0.4 0.4
H -3.136 0.192 -10.019 -0.1 0.2 0.4
H -1.274 -0.982 -8.835 0.0 0.1 0.0
H -1.913 0.385 -7.951 0.2 0.2 0.6
H -1.701 -1.688 -6.348 -0.6 -0.3 -1.1
H -2.503 -2.547 -7.778 0.3 -1.5 0.0
H -4.995 -2.652 -5.062 -1.5 0.6 1.3
H -3.343 -3.122 -5.010 -0.3 -0.1 -0.7
H -4.560 -3.638 -6.335 0.8 0.1 0.1
H -3.215 0.438 -5.918 -0.1 0.2 0.2
H -3.227 -0.833 -4.683 0.1 0.6 0.4
H -4.789 -0.154 -5.168 0.3 0.4 0.0
H -6.808 -1.638 -7.146 0.2 -0.5 -0.5
C 0.312 3.807 6.872 2.3 -1.3 1.8
C 0.892 2.444 6.365 -1.6 0.0 1.1
C -0.384 1.639 6.015 1.1 0.9 -3.1
C 1.858 2.648 5.177 -1.2 0.4 0.2
C 2.668 1.419 4.877 -0.4 -0.6 0.3
C 3.386 1.117 6.190 0.3 -0.2 -1.2
C 2.491 0.686 7.288 0.1 0.9 1.2
C 1.748 -0.573 6.968 0.0 -1.7 0.9
C 3.372 0.510 8.566 -0.2 0.8 -1.2
N 1.660 1.881 7.504 -0.6 -0.1 0.9
O 0.768 1.541 8.613 0.2 1.2 0.1
H -0.429 3.640 7.694 0.5 0.3 -1.0
H 1.215 4.309 7.269 -0.5 0.1 0.2
H 0.004 4.409 6.079 -1.1 0.8 -1.3
H -0.775 1.990 5.009 0.3 0.2 1.2
H -0.204 0.632 5.777 0.5 -1.6 0.1
H -1.173 1.682 6.698 -0.9 0.3 1.3
H 1.198 2.951 4.352 0.4 0.1 0.0
H 2.556 3.450 5.397 -0.1 0.3 0.0
H 1.976 0.617 4.516 0.8 0.3 0.3
H 3.419 1.605 4.123 0.1 0.1 -0.5
H 3.860 2.036 6.507 0.3 0.4 0.1
H 4.163 0.387 6.118 0.6 -0.7 -0.5
H 0.904 -0.640 7.656 -0.5 0.1 -0.5
H 2.277 -1.534 7.189 0.3 0.9 -0.1
H 1.522 -0.646 5.922 -0.7 0.0 -0.3
H 4.366 0.432 8.120 0.2 -0.5 0.9
H 3.048 -0.361 9.097 0.2 -0.4 0.5
H 3.343 1.402 9.205 0.0 -0.3 -0.2
H 0.932 2.253 9.282 -0.1 -0.9 -1.0
C 5.359 -2.728 1.449 -0.8 0.7 -0.4
C 4.783 -1.719 2.521 0.9 -0.1 -1.1
C 3.500 -1.149 2.005 -1.0 -0.2 -0.8
C 4.518 -2.225 3.921 -1.1 -2.6 -0.3
C 5.713 -2.503 4.771 -1.3 -2.1 0.1
C 6.592 -1.373 4.822 2.2 2.5 -0.2
C 6.898 -0.726 3.433 0.5 0.9 0.7
C 7.403 0.712 3.724 -1.2 -0.2 0.1
C 8.069 -1.437 2.711 -0.5 1.6 -1.0
N 5.627 -0.566 2.725 0.8 0.9 1.1
O 5.796 0.246 1.573 -0.1 -0.3 -0.3
H 5.742 -2.130 0.538 -0.2 -1.1 1.6
H 6.026 -3.513 1.831 0.3 0.6 -0.1
H 4.488 -3.281 1.091 0.0 -0.1 -0.2
H 3.213 -0.258 2.608 -0.1 -0.8 -0.5
H 3.586 -0.898 0.956 0.3 0.7 -0.2
H 2.735 -1.933 1.911 -0.1 0.2 0.8
H 3.869 -1.517 4.386 -0.5 0.7 0.5
H 3.936 -3.203 3.909 0.3 1.1 -0.4
H 5.347 -2.867 5.746 0.3 0.3 -0.1
H 6.241 -3.356 4.349 0.2 -0.3 -0.2
H 7.585 -1.706 5.181 -0.3 0.5 0.4
H 6.192 -0.517 5.413 0.3 -0.8 0.0
H 6.627 1.265 4.304 0.5 -0.3 -0.3
H 7.428 1.157 2.725 0.9 0.4 0.5
H 8.328 0.687 4.320 -0.2 0.2 -0.6
H 8.095 -1.190 1.615 -0.3 -0.3 0.9
H 7.947 -2.483 2.843 0.5 -1.1 0.0
H 8.999 -0.991 3.105 -0.2 -0.8 0.0
H 5.422 1.101 1.835 0.0 -0.3 -0.1
C 3.587 -3.865 -2.935 0.3 0.4 -1.3
C 2.314 -4.650 -3.178 -0.2 0.0 -0.9
C 1.348 -3.598 -3.785 -0.4 -1.7 -0.3
C 2.677 -5.819 -4.127 -0.9 1.9 -2.0
C 1.564 -6.806 -4.351 -1.0 -0.7 2.0
C 1.192 -7.330 -2.887 -1.0 -1.6 -1.9
C 0.774 -6.253 -1.912 -0.4 0.0 -0.1
C -0.609 -5.667 -2.305 -0.2 0.3 -0.2
C 0.660 -6.892 -0.476 0.5 0.2 -1.9
N 1.869 -5.252 -1.934 -0.5 0.0 1.1
O 1.422 -4.161 -1.111 -0.3 0.4 -1.2
H 3.852 -3.376 -3.915 0.1 -0.7 0.9
H 3.471 -3.036 -2.256 -0.2 0.0 0.5
H 4.355 -4.554 -2.618 0.5 0.1 0.2
H 1.823 -3.151 -4.654 0.0 0.3 0.1
H 0.400 -4.038 -4.111 0.1 0.1 0.0
H 1.131 -2.919 -2.992 -0.1 0.9 0.2
H 2.892 -5.342 -5.126 0.3 -0.4 0.9
H 3.553 -6.274 -3.742 0.9 -0.6 0.2
H 0.652 -6.295 -4.724 0.6 -0.3 -0.2
H 1.816 -7.654 -5.037 -0.1 0.8 0.6
H 2.032 -7.868 -2.451 0.2 -0.1 -0.1
H 0.358 -8.097 -3.020 0.9 0.9 0.4
H -0.705 -5.713 -3.401 -0.2 0.0 0.4
H -0.720 -4.569 -2.030 -0.1 -1.6 0.1
H -1.392 -6.351 -1.888 0.4 1.0 -0.2
H 0.521 -6.075 0.205 -0.3 -0.1 0.8
H 1.536 -7.494 -0.270 0.6 0.3 0.3
H -0.136 -7.633 -0.481 -0.5 0.4 0.1
H 1.723 -4.432 -0.273 0.7 -0.2 1.7
C -0.411 1.461 2.223 0.6 0.7 3.6
C -0.174 0.185 1.406 -0.7 1.4 -1.0
C 0.959 0.601 0.421 1.0 -1.5 1.3
C -0.049 -1.012 2.344 -0.3 -0.3 -0.8
C -0.021 -2.329 1.558 -1.3 1.3 -1.6
C -1.378 -2.392 0.807 -0.7 -0.2 -0.3
C -1.803 -1.191 -0.091 1.8 0.6 0.4
C -1.013 -1.249 -1.448 1.7 2.6 1.1
C -3.306 -1.279 -0.382 1.3 -1.9 0.0
N -1.482 0.039 0.730 -1.1 -2.3 -0.3
O -1.726 1.134 -0.070 -0.7 1.5 -0.4
H -0.105 2.437 1.815 -0.5 -0.6 -0.7
H -1.446 1.539 2.701 1.1 -0.2 -1.0
H 0.271 1.478 3.152 -0.7 -0.5 -1.2
H 1.790 1.045 1.018 -0.5 -0.2 -0.5
H 1.383 -0.196 -0.196 0.0 -0.2 0.4
H 0.564 1.300 -0.267 -0.4 1.0 -0.5
H 0.822 -0.891 2.916 1.3 0.2 1.0
H -0.910 -0.916 3.011 0.1 -0.4 0.0
H 0.715 -2.227 0.768 0.5 0.0 -0.1
H 0.203 -3.263 2.055 -0.2 0.0 0.6
H -2.208 -2.509 1.526 0.4 -0.3 -0.1
H -1.405 -3.203 0.078 0.0 -0.6 0.4
H 0.098 -1.250 -1.273 -1.0 -0.7 0.0
H -1.061 -0.350 -2.114 -0.7 -0.4 0.7
H -1.314 -2.066 -2.019 -0.4 -1.6 -0.9
H -3.523 -2.180 -1.015 0.2 1.0 0.3
H -3.653 -0.385 -0.773 -0.6 1.6 -1.4
H -3.863 -1.392 0.509 -0.5 -0.4 1.3
H -2.261 1.740 0.488 0.0 -0.3 -0.3
C -4.469 3.252 1.757 0.1 -0.9 0.9
O -3.202 3.303 1.173 1.3 0.1 -1.3
C -2.743 4.619 0.799 -1.1 -0.4 0.4
C -1.229 4.663 0.511 0.0 -1.4 0.7
C -0.851 6.052 0.207 0.6 2.1 -2.4
N -0.724 3.859 -0.625 -1.1 -0.9 1.8
H -4.831 2.189 1.605 0.3 1.3 0.7
H -5.193 3.945 1.347 -0.2 0.2 -0.6
H -4.308 3.562 2.811 -0.6 -0.6 -0.2
H -3.296 4.917 -0.106 0.2 0.0 0.0
H -3.121 5.285 1.624 0.9 -0.1 -0.6
H -0.717 4.267 1.421 -0.3 0.5 -0.4
H -0.817 6.716 1.056 -0.2 0.3 0.3
H -1.574 6.475 -0.596 1.0 -0.5 1.3
H 0.161 6.100 -0.309 -1.1 -0.2 0.8
H -1.046 4.295 -1.457 -0.3 0.4 -1.3
H -1.170 2.934 -0.570 0.6 0.4 -0.3
C 4.668 4.472 -2.807 2.4 -0.5 -1.2
O 4.105 5.587 -3.418 -0.5 0.4 0.1
C 2.691 5.431 -3.500 0.2 -0.2 -1.0
C 2.109 6.527 -4.427 0.0 -1.6 0.3
C 1.859 7.806 -3.707 -0.3 -0.6 2.1
N 0.780 6.044 -4.900 0.5 0.7 -0.5
H 4.328 4.272 -1.830 -0.7 0.1 1.5
H 5.787 4.586 -2.775 -1.0 0.2 0.1
H 4.521 3.550 -3.383 -0.3 0.0 -0.2
H 2.531 4.465 -4.017 -0.4 0.1 0.4
H 2.254 5.418 -2.503 -0.2 0.0 0.1
H 2.872 6.509 -5.235 -0.5 0.8 0.2
H 1.008 7.638 -2.978 0.8 0.1 -0.8
H 1.578 8.575 -4.357 -0.5 1.3 -1.1
H 2.690 8.155 -3.105 0.3 -0.1 -0.1
H 0.220 6.829 -5.275 0.6 -0.5 0.3
H 0.949 5.424 -5.681 -0.3 -0.3 -0.1
C -3.586 -4.023 6.186 1.9 1.0 -0.2
O -3.029 -2.769 5.644 1.0 -3.0 0.3
C -3.650 -1.551 5.829 -0.2 -0.3 -0.5
C -3.008 -0.526 4.834 -1.0 -1.3 1.4
C -3.500 0.789 5.315 0.5 1.9 0.0
N -3.560 -0.786 3.517 -0.1 0.4 -0.1
H -3.898 -4.014 7.227 -0.1 0.6 0.2
H -2.770 -4.776 6.144 -0.3 0.7 -0.2
H -4.371 -4.389 5.576 -1.0 -0.1 -0.7
H -4.713 -1.737 5.636 -0.3 0.8 -0.3
H -3.568 -1.239 6.862 0.2 0.4 0.4
H -1.902 -0.579 4.897 -0.4 -0.2 0.0
H -4.565 0.821 5.285 -0.9 0.0 -0.2
H -3.128 1.600 4.679 -0.1 0.0 -0.1
H -3.224 1.089 6.326 0.3 -0.4 0.1
H -2.990 -0.394 2.783 0.1 0.1 -0.3
H -3.664 -1.768 3.345 0.2 -0.5 -0.1
C 2.957 6.716 4.347 1.9 -1.5 1.1
O 2.951 5.416 3.797 -0.3 0.1 0.0
C 2.424 5.446 2.520 -1.2 -0.4 -2.1
C 2.590 4.046 1.865 1.9 0.8 -0.3
C 4.107 3.764 1.962 -0.2 -0.5 -0.6
N 2.160 4.068 0.470 0.6 1.0 0.8
H 3.231 6.507 5.402 -0.3 0.8 -0.4
H 2.008 7.183 4.243 -0.8 0.7 0.0
H 3.783 7.241 3.858 -0.3 0.6 0.1
H 1.351 5.762 2.528 0.4 -0.2 0.1
H 2.909 6.188 1.810 -0.1 -0.7 0.8
H 2.145 3.238 2.415 -0.8 -0.2 0.6
H 4.235 2.754 1.436 0.4 1.2 1.0
H 4.451 3.836 3.035 -0.3 -0.5 -1.3
H 4.618 4.552 1.369 0.0 -0.6 0.3
H 2.607 3.421 -0.163 0.0 -0.2 0.3
H 1.169 3.992 0.425 -0.7 -0.3 -0.7
C 0.375 2.331 -7.052 -0.2 -0.8 1.1
O 0.029 2.913 -5.790 0.5 0.1 -1.2
C -1.162 2.448 -5.237 1.2 -2.1 0.4
C -1.282 2.914 -3.816 -0.3 -0.3 -0.1
C -2.581 2.400 -3.308 -0.6 -0.3 1.7
N -1.355 4.347 -3.693 0.8 0.9 -0.1
H 0.605 1.236 -6.980 -0.4 0.7 0.2
H 1.280 2.805 -7.336 0.8 0.5 -0.4
H -0.371 2.489 -7.825 -0.3 0.1 0.0
H -2.041 2.699 -5.774 -0.9 0.8 -1.0
H -1.151 1.328 -5.269 0.1 0.4 0.2
H -0.427 2.499 -3.249 -0.3 0.5 -0.1
H -2.774 2.854 -2.300 -0.1 -0.3 -1.0
H -2.607 1.327 -3.157 0.0 -0.3 -0.2
H -3.346 2.685 -4.028 -0.4 0.0 0.2
H -0.486 4.748 -4.061 -0.4 0.4 0.1
H -2.139 4.757 -4.223 0.5 -0.5 0.3
C -4.434 -4.839 -2.416 2.4 -1.8 0.1
O -4.980 -5.486 -1.289 -0.6 -1.0 -0.5
C -5.173 -4.671 -0.160 -1.5 0.3 0.5
C -6.065 -5.354 0.979 0.3 0.3 -2.1
C -7.618 -5.340 0.677 0.4 1.2 1.2
N -5.568 -4.798 2.248 -1.6 -1.2 1.0
H -5.131 -4.195 -2.835 -1.1 1.8 -0.7
H -4.146 -5.541 -3.253 -0.7 0.0 1.2
H -3.434 -4.410 -2.176 -0.7 0.5 0.0
H -4.220 -4.501 0.277 1.0 0.4 0.6
H -5.615 -3.675 -0.426 0.2 -0.6 0.0
H -5.806 -6.398 0.972 0.4 -0.5 -0.1
H -8.110 -5.970 1.409 0.0 -0.7 0.0
H -7.886 -5.652 -0.332 0.3 -0.1 0.1
H -8.141 -4.375 0.905 0.9 -0.3 -0.5
H -5.873 -5.449 3.026 0.6 0.8 -1.1
H -6.173 -4.012 2.409 0.0 0.9 0.3
```
Positions in Å, forces in eV/Å.

Values from the calculation:
Gap between HOMO and LUMO   8.683 eV
HOMO level   -8.1385 eV
Total charge   0
Calculated total energy   -4155.0799 Eh
SMILES   CC1(C)CCCC(C)(C)N1O.CC1(C)CCCC(C)(C)N1O.CC1(C)CCCC(C)(C)N1O.CC1(C)CCCC(C)(C)N1O.CC1(C)CCCC(C)(C)N1O.COC[C@H](C)N.COC[C@H](C)N.COC[C@H](C)N.COC[C@H](C)N.COC[C@H](C)N.COC[C@H](C)N
Strongest force on any atom   0.0719 Eh/bohr
Relative energy (zero: lowest compared OMol25 entry of this formula, charge and spin)   247.6 kJ/mol

Atomic partial charges in e from the Löwdin method, atoms 1 to 5: number 1, C, carries -0.025; number 2, C, carries -0.504; number 3, C, carries -0.053; number 4, C, carries -0.177; number 5, C, carries -0.165